No. 1
Computed, not measured: one molecule with the formula C4H5N3S at a distorted geometry, with ωB97M-V/def2-TZVPD.

The energy comes out at -19533.716 eV. The calculation puts the energy above the lowest of the compared OMol25 structures with the same formula, charge and spin at 26.9 kcal per mole. The charge is 0. As for the largest force on an atom: 0.037 Eh/bohr.

Last column: Löwdin charge in e.
Cartesian coordinates (Å):
H  1.521827  -2.234718  -1.807245  0.028
N  1.768174  -1.557151  -1.124419  0.132
C  0.687556  -0.952764  -0.772129  -0.491
N  -0.561119  -1.289125  -1.337246  0.060
C  -1.620156  -0.684086  -0.984987  -0.468
S  -1.858613  0.591325  0.183306  1.013
C  -0.186248  0.831181  0.755408  -0.639
C  0.046781  1.768643  1.679730  -0.035
N  0.782858  0.033052  0.189483  0.063
H  -2.563042  -0.974444  -1.439574  0.070
H  -0.789010  2.372935  2.085107  0.063
H  1.022748  1.916041  2.080414  0.048
H  1.748244  0.179110  0.492151  0.156

Cartesian forces (eV/Å) of the 3 atoms listed first:
H -0.18 -0.74 -0.76
N -0.86 1.33 1.07
C 0.77 -0.74 -0.43

=====

No. 2
Computed, not measured: a 2-piece molecular cluster, C5H12FNO2S overall, with ωB97M-V/def2-TZVPD.

The energy comes out at -24510.654 eV. The calculation puts the energy above the lowest of the compared OMol25 structures with the same formula, charge and spin at 130.9 kcal per mole. The charge is 0. As for the largest force on an atom: 0.016 Eh/bohr.

Last column: Löwdin charge in e.
Cartesian coordinates (Å):
O  -0.367325  -1.548454  3.968509  0.138
C  -0.050403  -1.228551  2.892513  -0.336
O  -0.745735  -1.666477  1.765177  -0.021
C  -0.803068  -0.744754  0.727359  -0.234
C  0.560813  -0.501659  0.031595  -0.192
C  0.446944  -0.445650  -1.482159  -0.213
C  -0.439674  0.683138  -1.954135  -0.181
N  -0.122004  1.999473  -1.283056  -0.271
S  1.602609  2.440078  -1.154037  0.914
H  0.842116  -0.619801  2.691806  0.137
H  -1.199678  0.215381  1.090506  0.120
H  -1.500007  -1.128210  -0.016209  0.125
H  1.043161  0.380781  0.455436  0.068
H  1.207353  -1.336320  0.290406  0.135
H  1.412542  -0.439875  -1.981460  0.109
H  -0.042572  -1.362321  -1.812067  0.135
H  -1.472015  0.461157  -1.688045  0.131
H  -0.429020  0.824127  -3.030568  0.132
H  -0.508521  2.018182  -0.337998  0.127
H  -0.584744  2.743153  -1.804076  0.137
H  1.659985  3.146191  -2.292856  -0.100
F  -0.510757  -3.889588  4.923361  -0.861

Cartesian forces (eV/Å) of the 3 atoms listed first:
O -0.43 0.30 0.65
C 0.05 -0.40 0.14
O -0.06 0.12 -0.04

=====

No. 3
Computed, not measured: a 2-piece molecular cluster, C4H5Cl overall at a distorted geometry, with ωB97M-V/def2-TZVPD.

The energy comes out at -16748.508 eV. The calculation puts the energy above the lowest of the compared OMol25 structures with the same formula, charge and spin at 37.2 kcal per mole. The charge is 0. As for the largest force on an atom: 0.063 Eh/bohr.

Last column: Löwdin charge in e.
Cartesian coordinates (Å):
C  0.217596  0.836305  1.229538  0.087
C  0.532356  0.398779  0.161014  -0.167
C  1.191978  -0.129719  -0.985688  -0.188
C  1.474427  0.713813  -1.967207  0.028
H  -0.144596  1.172627  2.143761  0.018
H  1.409762  -1.240903  -0.990027  0.128
H  1.870490  0.428732  -2.848377  0.019
H  1.166174  1.762716  -1.849202  0.087
Cl  -2.168826  -1.201604  2.710043  0.160
H  -1.226725  -0.868820  1.688499  -0.172

Cartesian forces (eV/Å) of the 3 atoms listed first:
C -0.27 -0.21 -0.38
C 0.74 -0.53 0.37
C -0.18 -1.13 -0.10

=====

No. 4
Computed, not measured: C6H24KN12O6 as an isolated structure at a distorted geometry, with ωB97M-V/def2-TZVPD.

The energy comes out at -53106.630 eV. The calculation puts the energy above the lowest of the compared OMol25 structures with the same formula, charge and spin at 7.9 kcal per mole. The charge is +1. As for the largest force on an atom: 0.054 Eh/bohr.

Last column: Löwdin charge in e.
Cartesian coordinates (Å):
K  -0.039956  -0.595441  -0.048118  0.828
C  -0.550372  3.069940  0.383021  -0.624
O  0.063886  2.051890  0.750871  -0.085
N  -1.793003  3.333607  0.907595  0.179
N  -0.130435  3.916288  -0.555530  0.191
H  -2.128459  2.782154  1.675083  0.095
H  -2.402154  4.063975  0.589645  0.103
H  -0.673188  4.710151  -0.842325  0.111
H  0.816310  3.931427  -0.889448  0.122
C  -0.909316  0.335081  -3.538044  -0.651
O  -1.108108  0.654043  -2.352685  -0.053
N  0.277753  -0.206361  -3.908836  0.173
N  -1.762502  0.680515  -4.543154  0.161
H  0.950127  -0.281899  -3.163307  0.068
H  0.352473  -0.784100  -4.727065  0.106
H  -2.583152  1.242246  -4.450521  0.104
H  -1.412120  0.530605  -5.472962  0.096
C  -1.762856  -0.331877  2.979213  -0.648
O  -1.957835  -0.425219  1.756207  -0.083
N  -1.030363  0.744067  3.418624  0.176
N  -2.148486  -1.234901  3.888844  0.182
H  -0.837799  0.842639  4.398438  0.103
H  -0.571626  1.285217  2.701809  0.058
H  -2.938850  -1.808706  3.668388  0.115
H  -1.620065  -1.241959  4.741875  0.110
C  2.758768  0.603701  2.473236  -0.663
O  2.034591  -0.226287  1.912085  -0.045
N  3.977409  0.257875  2.964045  0.160
N  2.480482  1.930121  2.478328  0.178
H  4.631052  0.828795  3.466299  0.103
H  4.145288  -0.730658  3.060583  0.109
H  1.537397  2.145391  2.188850  0.064
H  3.074249  2.659395  2.819015  0.105
C  3.218569  -1.839165  -1.300346  -0.642
O  2.142392  -1.365658  -1.663490  -0.039
N  3.881343  -2.738107  -2.082872  0.157
N  3.881294  -1.515805  -0.163391  0.178
H  4.562437  -3.357187  -1.677630  0.100
H  3.493207  -3.095616  -2.936266  0.108
H  4.813401  -1.806959  0.059028  0.105
H  3.569375  -0.706830  0.350578  0.074
C  -2.983150  -2.367463  -1.147981  -0.659
O  -1.797738  -2.713574  -1.176856  -0.023
N  -3.703004  -2.147090  -0.014488  0.166
N  -3.749133  -2.405007  -2.276206  0.155
H  -4.567727  -1.663916  -0.169377  0.098
H  -3.341971  -2.198320  0.914950  0.079
H  -3.412121  -2.503783  -3.213828  0.103
H  -4.746318  -2.307234  -2.231884  0.093

Cartesian forces (eV/Å) of the 3 atoms listed first:
K -0.01 -0.06 -0.29
C -1.33 -1.27 0.83
O 0.22 0.92 0.12

=====

No. 5
Computed, not measured: C14H17NO10W as an isolated structure at a distorted geometry, with ωB97M-V/def2-TZVPD.

The energy comes out at -38567.696 eV. The calculation puts the energy above the lowest of the compared OMol25 structures with the same formula, charge and spin at 26.3 kcal per mole. The charge is +2. As for the largest force on an atom: 0.079 Eh/bohr.

Last column: Löwdin charge in e.
Cartesian coordinates (Å):
W  0.138379  0.127820  -0.171180  2.146
O  -2.100660  -0.555111  -1.066729  -0.128
C  -3.003606  0.573272  -0.976650  -0.135
C  -3.099891  0.966360  0.495344  -0.089
N  -1.711773  1.176075  0.998683  -0.202
C  -1.542382  0.515344  2.323398  -0.029
C  -1.365541  -1.000849  2.054167  -0.475
O  -1.882382  -1.885603  2.643806  0.242
O  -0.548393  -1.129494  0.988615  -0.163
C  -1.387349  2.613454  1.128521  -0.018
C  0.157114  2.745708  1.163380  -0.455
O  0.755616  3.724533  1.434766  0.264
O  0.687789  1.547101  0.840335  -0.142
H  -2.610759  -1.362493  -0.860494  0.160
H  -3.983508  0.320830  -1.392218  0.155
H  -2.552243  1.369971  -1.586846  0.134
H  -3.569168  0.146944  1.049985  0.149
H  -3.709965  1.865294  0.620398  0.156
H  -2.380942  0.705583  3.007125  0.171
H  -0.610110  0.853316  2.807153  0.158
H  -1.807136  3.053368  2.043591  0.169
H  -1.756697  3.188159  0.270797  0.163
O  2.248854  0.961296  -1.060901  0.162
C  2.209665  -0.258957  -0.922578  -0.544
O  1.816615  -0.741610  0.211616  -0.028
C  2.184086  -1.209775  -2.112234  -0.030
C  1.400575  -2.447088  -1.616773  -0.203
C  1.275612  -3.512535  -2.701609  -0.054
C  0.223755  -2.890354  -3.633032  -0.058
C  -0.033654  -1.543503  -2.954389  -0.210
O  0.076411  -1.837360  -1.526277  -0.146
C  1.177329  -0.599222  -3.154585  -0.039
C  0.710402  0.853539  -2.871706  -0.450
O  0.941185  1.795452  -3.541685  0.261
O  -0.142825  0.888190  -1.791268  -0.170
H  3.170331  -1.410496  -2.537411  0.193
H  1.703357  -2.828836  -0.637212  0.180
H  0.927953  -4.455750  -2.282872  0.138
H  2.230545  -3.684245  -3.191477  0.140
H  -0.680195  -3.494945  -3.652616  0.135
H  0.572624  -2.767112  -4.654433  0.139
H  -1.003727  -1.095176  -3.183796  0.167
H  1.581365  -0.619592  -4.170076  0.184

Cartesian forces (eV/Å) of the 3 atoms listed first:
W -2.36 -0.30 1.87
O -0.40 0.39 0.08
C -0.05 0.37 0.05

=====

no.,E_HOMO (eV),HOMO-LUMO gap (eV)
1,-8.66,9.016
2,-4.53,1.816
3,-9.75,10.430
4,-11.78,9.846
5,-17.77,7.701